[1]
The following is a quantum chemistry calculation of a single C7H11N molecule, from the Open Molecules 2025 dataset.

```
! wB97M-V def2-TZVPD RIJCOSX def2/J DEFGRID3
* xyz 0 1
C 2.324 -0.547 0.183
C 1.445 0.559 -0.126
C 0.009 0.120 -0.119
C -0.604 1.307 -0.203
N -0.847 2.535 0.087
C -0.788 -0.786 1.094
C -1.661 -1.246 -0.041
C -0.459 -1.012 -1.089
H 2.096 -1.458 -0.495
H 3.338 -0.320 0.276
H 2.272 -0.996 1.115
H 1.835 0.997 -1.099
H 1.402 1.036 0.815
H -0.111 -1.580 1.438
H -1.249 -0.437 2.047
H -2.388 -2.182 0.120
H -2.347 -0.243 -0.128
H 0.172 -2.083 -0.861
H -0.689 -0.849 -2.034
*
```

Summary:
Kohn-Sham gap: 11.03 eV
energy relative to the best compared isomer or geometry (same formula, charge and spin): 524.10 kJ/mol
SMILES string: CCC1(C#N)CCC1
HOMO: -10.24 eV

---

[2]
The following is a quantum chemistry calculation of 8 unconnected molecules or ions with the total composition C76H170F6N5P3, from the Open Molecules 2025 dataset.

```
! wB97M-V def2-TZVPD RIJCOSX def2/J DEFGRID3
* xyz 6 1
C 6.678 4.525 7.737
C 6.393 3.102 8.164
C 6.808 2.034 7.131
C 5.696 1.749 6.119
P 6.122 0.765 4.620
C 7.365 -0.295 5.321
C 7.976 -1.363 4.388
C 7.073 -2.517 3.988
C 7.784 -3.839 3.696
C 6.911 1.704 3.262
C 8.083 2.552 3.696
C 9.066 2.998 2.612
C 10.224 2.028 2.318
C 4.620 -0.182 4.191
C 3.523 0.726 3.604
C 2.631 0.029 2.556
C 1.572 0.932 1.920
H 6.007 4.814 6.914
H 7.641 4.839 7.324
H 6.460 5.285 8.488
H 5.311 3.067 8.315
H 6.854 2.829 9.111
H 7.155 1.197 7.739
H 7.735 2.334 6.635
H 5.225 2.657 5.728
H 4.857 1.202 6.560
H 6.966 -0.752 6.232
H 8.229 0.241 5.714
H 8.899 -1.782 4.791
H 8.298 -0.818 3.494
H 6.388 -2.316 3.152
H 6.337 -2.797 4.757
H 8.330 -3.685 2.757
H 7.126 -4.700 3.648
H 8.613 -3.945 4.397
H 6.184 2.182 2.600
H 7.257 0.890 2.606
H 8.645 1.985 4.448
H 7.741 3.376 4.331
H 9.438 3.959 2.973
H 8.505 3.296 1.722
H 11.157 2.567 2.474
H 10.115 1.717 1.282
H 10.334 1.173 2.986
H 4.287 -0.771 5.046
H 4.878 -0.867 3.381
H 4.070 1.488 3.032
H 2.990 1.342 4.331
H 2.113 -0.852 2.950
H 3.351 -0.371 1.841
H 0.905 0.405 1.238
H 1.960 1.708 1.255
H 0.991 1.398 2.716
C -0.316 -7.917 3.711
C -0.005 -6.435 3.981
C -1.071 -5.441 3.572
C -2.442 -5.686 4.242
P -3.895 -5.162 3.310
C -5.312 -5.020 4.453
C -5.244 -3.736 5.341
C -5.773 -3.875 6.738
C -4.906 -4.665 7.710
C -3.545 -3.532 2.561
C -3.250 -3.517 1.073
C -3.362 -2.074 0.481
C -3.527 -2.182 -1.058
C -4.308 -6.477 2.120
C -4.854 -7.840 2.635
C -5.925 -8.436 1.771
C -6.463 -9.684 2.537
H 0.616 -8.460 3.859
H -0.585 -8.035 2.656
H -1.115 -8.362 4.299
H 0.971 -6.222 3.541
H 0.128 -6.294 5.059
H -1.194 -5.409 2.481
H -0.760 -4.424 3.831
H -2.587 -5.362 5.273
H -2.560 -6.776 4.202
H -5.343 -5.936 5.045
H -6.204 -4.978 3.825
H -5.849 -2.955 4.866
H -4.233 -3.330 5.219
H -6.747 -4.368 6.750
H -5.902 -2.855 7.103
H -4.917 -5.760 7.613
H -5.330 -4.658 8.717
H -3.842 -4.423 7.739
H -2.778 -3.114 3.220
H -4.406 -2.917 2.848
H -3.907 -4.207 0.550
H -2.196 -3.779 0.947
H -2.525 -1.473 0.828
H -4.267 -1.620 0.895
H -3.631 -1.153 -1.410
H -4.434 -2.725 -1.317
H -2.668 -2.559 -1.613
H -3.352 -6.646 1.606
H -4.924 -5.972 1.370
H -5.163 -7.680 3.677
H -4.003 -8.487 2.856
H -5.397 -8.772 0.875
H -6.806 -7.848 1.527
H -7.405 -10.051 2.126
H -6.672 -9.432 3.575
H -5.812 -10.551 2.431
C 2.858 9.089 -8.536
C 2.533 7.590 -8.614
C 2.480 6.962 -7.225
C 1.493 5.780 -7.169
N 1.075 5.316 -5.748
C 2.124 4.465 -5.044
C 1.494 3.078 -4.904
C 0.029 3.425 -4.744
C -0.165 4.424 -5.883
C 0.704 6.524 -4.913
H 3.887 9.225 -8.203
H 2.086 9.570 -7.938
H 2.791 9.510 -9.539
H 3.231 7.022 -9.228
H 1.525 7.575 -9.041
H 2.240 7.752 -6.513
H 3.500 6.633 -7.012
H 2.049 4.893 -7.475
H 0.578 5.899 -7.742
H 2.440 4.882 -4.091
H 3.024 4.373 -5.651
H 1.843 2.504 -4.048
H 1.664 2.460 -5.787
H -0.036 3.956 -3.792
H -0.686 2.607 -4.773
H -1.092 4.981 -5.733
H -0.290 4.024 -6.887
H 0.311 6.167 -3.964
H -0.068 7.047 -5.471
H 1.605 7.102 -4.743
C -2.891 10.859 1.024
C -3.611 9.942 0.018
C -2.735 8.819 -0.584
C -3.189 7.475 -0.031
N -2.142 6.384 -0.142
C -0.931 6.791 0.673
C -0.160 5.521 1.062
C -1.211 4.429 1.170
C -2.472 5.062 0.583
C -1.857 6.052 -1.584
H -2.996 10.417 2.020
H -3.429 11.803 1.107
H -1.847 11.061 0.798
H -3.806 10.634 -0.810
H -4.646 9.730 0.290
H -1.667 8.990 -0.463
H -2.851 8.831 -1.672
H -4.106 7.026 -0.420
H -3.465 7.639 1.014
H -0.258 7.437 0.115
H -1.274 7.274 1.585
H 0.627 5.373 0.319
H 0.409 5.754 1.962
H -0.941 3.549 0.585
H -1.338 4.102 2.200
H -2.993 4.420 -0.125
H -3.136 5.302 1.414
H -1.222 5.169 -1.637
H -1.399 6.914 -2.059
H -2.827 5.832 -2.023
C -5.518 -0.008 -4.484
C -6.454 1.183 -4.317
C -6.333 1.889 -2.936
C -6.823 1.002 -1.790
N -6.900 1.799 -0.513
C -5.488 2.313 -0.228
C -5.371 2.459 1.314
C -6.362 1.399 1.828
C -7.099 0.802 0.656
C -8.049 2.760 -0.428
H -4.456 0.219 -4.468
H -5.824 -0.589 -5.356
H -5.785 -0.702 -3.675
H -7.513 0.949 -4.444
H -6.237 1.862 -5.145
H -6.994 2.749 -3.035
H -5.263 2.037 -2.800
H -6.135 0.166 -1.644
H -7.761 0.466 -1.954
H -5.374 3.257 -0.752
H -4.803 1.530 -0.540
H -5.538 3.503 1.565
H -4.361 2.198 1.628
H -6.967 1.893 2.591
H -5.861 0.630 2.419
H -8.162 0.645 0.833
H -6.754 -0.127 0.207
H -8.245 2.991 0.616
H -8.958 2.244 -0.739
H -7.837 3.590 -1.094
C 4.197 0.524 -2.559
C 3.552 -0.039 -1.301
C 3.250 -1.547 -1.449
C 2.895 -2.228 -0.122
N 3.113 -3.727 -0.119
C 2.716 -4.365 1.234
C 3.823 -5.367 1.578
C 4.750 -5.428 0.408
C 4.593 -4.012 -0.197
C 2.276 -4.363 -1.174
H 4.336 -0.208 -3.361
H 5.190 0.935 -2.377
H 3.646 1.306 -3.083
H 2.650 0.498 -1.004
H 4.247 0.086 -0.465
H 4.056 -2.069 -1.974
H 2.494 -1.566 -2.243
H 1.848 -2.128 0.162
H 3.584 -1.808 0.602
H 1.771 -4.903 1.226
H 2.646 -3.575 1.980
H 3.436 -6.352 1.845
H 4.401 -5.098 2.465
H 4.467 -6.108 -0.402
H 5.765 -5.744 0.640
H 5.050 -4.044 -1.184
H 5.263 -3.416 0.424
H 2.547 -3.925 -2.133
H 1.218 -4.226 -0.968
H 2.525 -5.421 -1.227
C 0.341 -7.611 -5.756
C 0.194 -6.115 -6.126
C -0.982 -5.404 -5.378
N -1.287 -4.034 -5.928
C -1.695 -4.143 -7.376
C -0.167 -3.011 -5.766
C -0.808 -1.612 -5.638
C -2.250 -1.907 -5.206
C -2.443 -3.405 -5.116
H 1.236 -7.972 -6.264
H -0.469 -8.142 -6.249
H 0.537 -7.652 -4.687
H 0.047 -6.045 -7.203
H 1.092 -5.533 -5.904
H -0.660 -5.314 -4.343
H -1.877 -6.005 -5.521
H -0.905 -4.531 -8.008
H -1.956 -3.141 -7.711
H -2.582 -4.771 -7.394
H 0.635 -3.069 -6.495
H 0.197 -3.194 -4.752
H -0.739 -1.187 -6.640
H -0.149 -1.099 -4.942
H -2.983 -1.468 -5.878
H -2.341 -1.429 -4.230
H -3.414 -3.711 -5.497
H -2.315 -3.804 -4.112
P -1.125 1.015 -1.548
F -0.086 1.678 -0.496
F -1.598 2.490 -1.961
F 0.040 1.050 -2.695
F -2.228 0.437 -2.665
F -0.812 -0.527 -1.172
F -2.264 0.979 -0.391
*
```

Summary:
Kohn-Sham gap: 9.61 eV
HOMO: -19.58 eV

---

[3]
The following is a quantum chemistry calculation of a molecular structure, C16H20IN6O6PtS, from the Open Molecules 2025 dataset.

```
! wB97M-V def2-TZVPD RIJCOSX def2/J DEFGRID3
* xyz 1 1
Pt 0.013 -0.035 0.139
C 1.456 -0.394 2.640
C 0.702 0.924 2.696
N 0.593 1.537 1.334
C 1.745 2.368 0.907
C 3.015 1.605 0.536
S 2.784 0.277 -0.688
C 3.196 -1.216 0.281
C 2.046 -2.039 0.873
N 0.972 -1.220 1.494
H 1.363 -0.944 3.576
H 2.514 -0.212 2.485
H 1.198 1.612 3.387
H -0.316 0.769 3.050
H -0.215 2.155 1.354
H 1.972 3.088 1.699
H 1.401 2.933 0.039
H 3.530 1.210 1.410
H 3.697 2.328 0.088
H 3.922 -0.932 1.042
H 3.736 -1.861 -0.411
H 2.444 -2.720 1.630
H 1.560 -2.632 0.101
H 0.240 -1.863 1.796
I -4.704 2.863 -2.519
C -2.813 2.172 -2.116
C -1.666 2.368 -2.856
N -0.665 1.740 -2.223
N -1.108 1.130 -1.113
C -2.411 1.385 -1.033
H -1.496 2.893 -3.780
H 0.278 1.576 -2.572
H -2.994 0.977 -0.224
O -2.212 -3.117 -1.530
C -1.363 -2.261 -1.596
O -0.817 -1.750 -0.519
C -0.864 -1.845 -2.964
C 0.093 -0.867 -3.175
C 0.412 -0.498 -4.473
C -0.125 -1.111 -5.585
C -1.055 -2.104 -5.336
C -1.447 -2.470 -4.066
N -1.672 -2.784 -6.499
O -1.325 -2.410 -7.597
O -2.488 -3.643 -6.266
N 1.328 0.636 -4.675
O 1.909 0.722 -5.720
O 1.479 1.413 -3.734
H 0.600 -0.396 -2.346
H 0.141 -0.828 -6.592
H -2.197 -3.234 -3.916
*
```

Summary:
Kohn-Sham gap: 7.86 eV
HOMO: -11.45 eV

---

[4]
The following is a quantum chemistry calculation of a molecular structure, C2H2CuO, from the Open Molecules 2025 dataset.

```
! wB97M-V def2-TZVPD RIJCOSX def2/J DEFGRID3
* xyz -2 2
C -2.758 -0.242 -0.450
C -1.958 -0.442 0.466
H -3.064 0.362 -1.295
H -1.613 -0.966 1.348
O -0.892 1.718 1.014
Cu -1.847 3.203 0.734
*
```

Summary:
Kohn-Sham gap (alpha / beta): 3.96 / 5.19 eV
energy relative to the best compared isomer or geometry (same formula, charge and spin): 153.58 kJ/mol
HOMO (alpha / beta): 3.50 / 2.16 eV

---

| no. | E_tot (a.u.) | M (g/mol) | maximum force (eV Å⁻¹) |
| --- | --- | --- | --- |
| 1 | -327.88836 | 109.172 | 15.92 |
| 2 | -4892.85331 | 1361.141 | 2.83 |
| 3 | -2216.50087 | 746.421 | 1.12 |
| 4 | -1792.79773 | 105.583 | 1.11 |